1.
The following is a quantum chemistry calculation of a structure of composition C6H13N3 in a non-equilibrium geometry, from OMol25.

```
22
Properties=species:S:1:pos:R:3:forces:R:3
C -1.030 -0.054 0.560 0.95 0.59 -1.84
C -2.399 -0.407 -0.008 0.14 -0.04 -0.01
C -0.909 1.389 1.014 -0.04 -0.02 -0.04
C -0.006 -0.091 -1.054 -3.24 -0.58 1.94
N -0.032 -1.065 -1.871 1.02 -0.17 -0.44
H -0.892 -0.701 1.430 0.53 -0.20 -0.31
H 0.307 -1.947 -1.488 -0.54 -0.08 0.13
H -0.294 0.885 -1.435 0.24 0.31 -0.10
H -1.181 2.079 0.211 -0.07 -0.03 -0.03
H -3.174 -0.304 0.757 0.01 0.12 0.00
H -2.419 -1.441 -0.354 0.04 0.03 -0.04
H -2.652 0.230 -0.856 -0.05 0.02 -0.01
H -1.570 1.598 1.860 0.02 0.02 0.00
H 0.112 1.637 1.306 0.02 -0.06 0.11
C 2.654 0.705 -1.259 -0.32 -0.54 0.84
C 1.338 -1.151 1.211 1.84 0.26 -0.31
N 1.775 0.260 -0.447 0.86 1.18 -1.41
N 2.026 -0.138 0.789 -1.06 -0.96 1.68
H 2.312 1.203 -2.153 -0.10 -0.18 -0.19
H 0.987 -1.955 0.569 -0.43 0.29 -0.07
H 1.335 -1.313 2.280 0.13 -0.08 0.06
H 3.713 0.581 -1.063 0.08 0.12 0.04
```
Positions in Å, forces in eV/Å.

The calculation puts the total energy at -400.48346 Eh. Its frontier orbital gap (alpha / beta) is 7.68 / 7.67 eV. For the largest force on an atom, the calculation gives 3.8 eV/Å.

***

2.
The following is a quantum chemistry calculation of a structure of composition C6H13N3 in a non-equilibrium geometry, from OMol25.

```
22
Properties=species:S:1:pos:R:3:forces:R:3
C -0.985 1.183 0.503 -1.94 0.42 -3.01
C -0.052 0.023 1.050 0.47 2.58 -1.46
C 0.637 0.591 2.388 0.09 -0.94 0.56
C 0.956 -0.153 -0.125 4.15 1.40 2.08
C 2.337 -0.246 0.195 -5.07 -0.65 1.55
C -0.708 0.097 -2.037 2.51 -0.90 -2.48
H -1.509 0.748 -0.478 1.21 1.34 2.70
H -0.739 2.325 0.138 0.42 -3.08 1.48
H -1.880 1.246 1.083 -0.38 0.30 1.16
H 1.295 1.478 2.325 -1.14 0.04 -0.73
H 1.309 0.005 2.983 1.21 -1.79 -0.82
H 0.038 0.618 3.289 -1.65 1.05 -0.44
H -0.184 -2.059 1.017 -0.24 0.10 0.25
H -2.043 -1.558 1.114 5.45 1.89 -0.30
H 3.180 -0.439 -0.371 1.17 -0.05 -1.73
H 2.491 -0.418 1.263 0.17 0.20 -0.39
H 1.423 0.398 -1.819 1.00 0.74 -2.69
H -0.372 0.600 -2.905 -1.32 0.86 -1.89
H -1.976 -1.210 -1.121 0.87 2.44 -3.16
N -0.761 -1.240 0.864 -4.76 -1.68 1.19
N 0.560 0.253 -1.409 -2.65 -2.46 4.29
N -1.819 -0.542 -2.077 0.44 -1.81 3.85
```
Positions in Å, forces in eV/Å.

The calculation puts the total energy at -400.44405 Eh. Its frontier orbital gap is 8.93 eV. For the largest force on an atom, the calculation gives 5.8 eV/Å.

***

3.
The following is a quantum chemistry calculation of the molecule C6H13N3 in a non-equilibrium geometry, from OMol25.

```
22
Properties=species:S:1:pos:R:3:forces:R:3
C -1.304 -2.054 0.312 -1.52 -1.72 -0.41
C -0.358 -0.912 0.594 -0.28 0.06 -1.16
C -1.169 0.536 0.523 0.88 -0.45 -1.74
C -0.046 1.653 -0.206 -1.62 -2.22 0.98
C 1.071 0.681 -0.120 1.67 1.73 -0.26
C 0.545 -0.555 -0.621 -0.16 -0.54 0.60
H -0.763 -3.036 0.480 -0.63 1.05 -0.10
H -1.735 -2.126 -0.753 0.71 0.48 1.46
H -2.201 -2.019 1.018 1.10 -0.16 -0.79
H 1.039 -1.842 1.919 -0.52 0.10 -0.44
H -0.320 -1.128 2.637 0.79 -0.17 -0.78
H -2.002 0.379 -0.254 0.98 0.34 1.25
H -1.571 0.794 1.502 -0.04 0.27 -0.09
H 0.064 2.493 0.438 0.18 0.80 0.68
H 0.149 2.779 -1.774 -0.78 0.28 -0.52
H -1.469 2.211 -1.449 1.28 0.48 -0.77
H 1.432 0.750 0.899 0.00 -0.76 0.06
H 2.051 0.041 -1.918 -0.38 -0.26 1.00
H -0.086 -0.400 -1.499 0.06 -0.01 0.22
N 0.343 -1.103 1.841 -0.61 0.76 1.35
N -0.452 1.998 -1.530 -1.28 -0.04 0.10
N 1.962 -0.179 -0.902 0.19 -0.03 -0.67
```
Positions in Å, forces in eV/Å.

The calculation puts the total energy at -400.52412 Eh. Its frontier orbital gap is 9.28 eV. For the largest force on an atom, the calculation gives 2.9 eV/Å.

***

4.
The following is a quantum chemistry calculation of the ion C6H13N3O with charge +2 in a non-equilibrium geometry, from OMol25.

```
23
Properties=species:S:1:pos:R:3:forces:R:3
C 2.221 -1.408 -1.218 -4.80 2.42 -0.20
C -1.009 0.873 3.106 -0.48 0.48 0.35
C -0.293 0.321 0.833 3.97 -1.40 -0.22
C 1.006 0.833 -1.796 2.11 0.26 1.17
C -0.295 -1.453 -1.654 -0.66 -0.65 -2.60
C 0.847 -0.586 -1.058 1.04 0.54 -0.07
N -0.119 0.563 2.186 1.32 -0.73 1.56
N -2.233 1.325 3.031 -1.90 -0.90 0.15
N 0.726 -0.332 0.382 -1.62 0.25 -0.62
O 2.855 -1.923 -0.337 2.21 -1.14 3.26
H 2.570 -1.652 -2.153 0.72 -0.34 -2.53
H -0.694 0.785 4.117 0.72 -0.03 0.67
H -1.051 0.810 0.298 -1.26 0.33 -0.69
H 0.213 1.557 -1.490 0.49 -0.85 -0.23
H 1.000 0.711 -2.872 -0.07 -0.04 -0.19
H 2.049 1.334 -1.502 -2.26 -1.09 -0.56
H -0.890 -2.082 -1.022 0.04 0.09 1.29
H -0.042 -2.243 -2.430 0.69 1.06 0.70
H -1.040 -0.877 -2.266 0.82 0.12 0.81
H 0.854 0.205 2.525 -2.43 0.90 -0.62
H -2.732 1.326 3.975 0.68 0.31 -1.93
H -2.867 1.281 2.185 1.17 0.30 1.30
H 2.653 -1.735 0.624 -0.50 0.11 -0.79
```
Positions in Å, forces in eV/Å.

The calculation puts the total energy at -475.23250 Eh. As for the total charge: +2. Its frontier orbital gap is 10.06 eV. For the largest force on an atom, the calculation gives 5.4 eV/Å.

***

5.
The following is a quantum chemistry calculation of the molecule C6H13N3O4 in a non-equilibrium geometry, from OMol25.

```
26
Properties=species:S:1:pos:R:3:forces:R:3
C 0.550 -2.181 1.371 -1.61 1.58 -2.97
C -1.334 -1.857 0.171 -0.49 2.62 0.75
C -2.433 -2.418 -0.657 0.41 -5.53 0.79
C 0.768 2.680 1.217 0.54 -0.38 -2.55
C 1.862 2.292 -1.157 1.87 -0.36 2.82
C 0.681 1.980 -0.198 0.35 0.57 -0.97
N 0.554 0.546 0.018 -1.43 -2.40 -2.58
N -0.192 -1.581 -0.708 2.49 -0.93 -1.33
N 0.051 -0.173 -1.032 1.79 2.41 4.66
O -0.245 0.217 -2.125 -0.36 0.00 -0.59
O -0.779 -2.540 1.235 -1.25 -1.85 0.38
O 0.936 -2.101 -0.040 0.46 -0.20 0.20
O -1.811 -0.653 0.624 -2.64 0.12 0.11
H 0.637 -1.179 1.720 0.35 0.68 0.91
H 1.025 -2.926 1.912 1.36 -1.30 0.66
H -3.391 -2.687 -0.143 1.08 0.45 -0.13
H -2.014 -3.394 -1.173 -0.88 1.63 1.17
H -2.609 -1.813 -1.460 -0.50 2.00 -1.81
H 1.703 3.217 1.335 0.27 -0.05 -0.15
H 0.001 3.424 1.179 -0.74 0.19 0.93
H 0.753 1.899 1.947 -0.62 -0.09 0.79
H 2.903 2.120 -0.690 -1.64 -0.13 -0.29
H 1.943 3.313 -1.457 -0.59 0.69 -0.49
H 1.766 1.605 -1.934 0.06 -0.67 -1.81
H -0.208 2.281 -0.823 0.38 0.03 0.92
H -1.119 -0.070 0.870 1.36 0.94 0.57
```
Positions in Å, forces in eV/Å.

The calculation puts the total energy at -701.42020 Eh. Its frontier orbital gap (alpha / beta) is 9.63 / 9.63 eV. For the largest force on an atom, the calculation gives 5.6 eV/Å.

***

6.
The following is a quantum chemistry calculation of a cluster of 2 separate species, C6H13N3S in total in a non-equilibrium geometry, from OMol25.

```
23
Properties=species:S:1:pos:R:3:forces:R:3
C -1.081 -0.942 3.568 -1.87 0.59 2.44
C 1.319 0.857 -1.369 0.66 0.05 0.27
C 0.412 -0.812 1.626 0.25 0.41 -0.65
C 0.265 2.214 -3.047 -2.23 -1.55 0.18
C 0.039 -0.360 -3.037 -1.45 0.75 -1.31
C 0.907 0.832 -2.691 1.53 -0.37 -2.31
N -0.300 -0.332 2.698 0.77 -0.50 0.63
N -1.763 -0.212 4.453 -0.28 0.31 -1.30
N 0.708 -2.054 1.495 -0.13 -0.23 0.47
S 1.763 0.837 0.032 0.44 0.36 0.70
H -1.250 -2.021 3.664 0.30 0.33 -0.72
H 0.248 2.451 -4.123 0.40 -0.42 0.44
H -0.878 1.963 -2.783 2.44 1.55 -0.11
H 0.827 2.969 -2.502 -0.79 0.44 0.04
H 0.584 -1.287 -3.180 -0.04 -0.01 0.08
H -0.354 0.030 -4.012 0.03 -1.16 0.53
H -0.826 -0.466 -2.377 0.18 -0.12 0.00
H 1.857 0.585 -3.299 -0.82 0.96 0.84
H -0.091 0.643 2.865 -0.50 0.29 -0.10
H -2.617 -0.625 4.921 1.55 0.79 -0.42
H -1.683 0.842 4.331 -0.56 -1.83 0.73
H 1.196 -2.254 0.667 0.75 -0.40 -1.28
H 0.719 -2.858 2.099 -0.63 -0.23 0.84
```
Positions in Å, forces in eV/Å.

The calculation puts the total energy at -798.14143 Eh. As for the total charge: +2. Its frontier orbital gap is 8.46 eV. For the largest force on an atom, the calculation gives 3.1 eV/Å.

***

7.
The following is a quantum chemistry calculation of a cluster of 2 separate species, C6H13N4OP in total in a non-equilibrium geometry, from OMol25.

```
25
Properties=species:S:1:pos:R:3:forces:R:3
C 0.345 -1.499 -0.925 -1.02 -1.34 0.36
C -0.970 -3.128 -0.625 -1.26 0.47 0.81
C -1.763 -4.369 -0.933 0.95 0.56 0.98
C 1.284 3.030 -1.287 -0.30 -1.51 -2.08
C -0.978 3.612 -1.042 2.21 -0.35 0.70
C 1.485 0.652 3.176 -3.23 -4.03 1.05
N -0.126 -2.582 -1.491 1.85 -0.34 -1.52
N -1.166 -2.347 0.426 0.24 -0.82 0.37
N -0.263 -1.334 0.262 -1.02 0.21 0.57
N 0.050 3.049 -0.587 -0.85 -0.91 0.99
O 1.111 0.024 1.916 -1.00 0.84 0.10
P -0.520 -0.025 1.398 1.66 -0.11 0.36
H 1.197 -1.013 -1.283 0.81 1.25 -0.36
H -1.187 -5.302 -0.882 0.02 0.38 0.11
H -2.588 -4.402 -0.239 -0.38 -0.22 -0.01
H -2.063 -4.221 -1.937 -0.73 -0.22 -1.03
H 1.912 3.865 -1.088 0.59 0.60 0.18
H 1.774 2.074 -1.101 0.43 0.24 0.80
H 1.117 2.864 -2.383 0.02 1.00 0.43
H -0.586 0.966 0.363 0.49 -0.11 0.39
H -1.874 3.480 -0.542 -1.82 -0.07 0.98
H -0.894 4.292 -1.822 -0.26 1.11 -2.03
H 0.745 0.355 4.062 1.41 0.44 -1.88
H 1.516 1.655 3.146 -0.12 3.69 -0.54
H 2.443 0.305 3.417 1.32 -0.74 0.28
```
Positions in Å, forces in eV/Å.

The calculation puts the total energy at -871.95644 Eh. Its frontier orbital gap is 9.90 eV. For the largest force on an atom, the calculation gives 5.3 eV/Å.

***

8.
The following is a quantum chemistry calculation of the ion C6H13N7S with charge +2 in a non-equilibrium geometry, from OMol25.

```
27
Properties=species:S:1:pos:R:3:forces:R:3
C 1.210 -0.796 1.685 -1.83 1.01 0.24
C 1.119 0.538 1.720 1.26 1.14 -0.22
C -0.020 -1.559 1.434 0.57 0.39 -1.12
C -0.849 0.261 -1.096 -0.62 0.34 -0.25
C 1.300 -2.072 -2.996 2.69 -0.11 -1.30
C -1.027 0.360 0.594 0.80 -1.57 -2.68
N -1.112 -1.008 1.076 -0.27 1.10 -1.01
N 0.050 1.211 1.054 0.18 0.86 1.42
N -1.466 1.154 -1.915 0.32 -0.62 4.45
N 1.355 -3.018 -2.036 -0.10 -2.07 0.28
N 0.285 -1.209 -2.689 -1.79 3.18 -1.84
N -0.101 -0.729 -1.465 0.71 -0.93 2.66
N -0.391 2.443 1.775 1.01 1.15 1.15
S 2.369 -1.793 -4.334 -2.47 -0.63 2.63
H 2.045 -1.254 2.093 1.52 -0.89 0.54
H 1.955 1.204 2.108 -1.21 -0.89 -0.60
H -0.027 -2.627 1.305 0.16 -0.60 1.23
H -1.980 0.782 0.623 -1.57 1.10 0.68
H -2.106 1.785 -1.456 -0.05 0.04 -0.19
H -1.481 1.217 -2.874 0.35 -0.34 -2.61
H 0.489 -3.231 -1.559 -0.42 0.55 0.07
H 1.602 -3.948 -2.349 1.23 0.13 -0.22
H 0.266 -0.448 -3.351 0.06 0.07 -0.39
H 0.202 -1.222 -0.595 0.13 -0.19 -1.54
H 0.348 3.288 1.551 -2.17 -2.46 0.68
H -0.433 2.283 2.887 -0.03 0.58 -2.76
H -1.355 2.734 1.411 1.55 -0.33 0.72
```
Positions in Å, forces in eV/Å.

The calculation puts the total energy at -1017.12291 Eh. As for the total charge: +2. Its frontier orbital gap is 6.19 eV. For the largest force on an atom, the calculation gives 4.5 eV/Å.